Density functional theory data (ωB97M-V/def2-TZVPD) for C24H33HfO6 as an isolated structure.

CARTESIAN COORDINATES (ANGSTROEM)
C 0.306 -0.262 -7.435
C 0.020 -0.865 -6.046
C -0.105 1.222 -7.368
C -1.010 1.318 -6.133
H -0.677 1.459 -8.271
H 0.775 1.874 -7.318
C -1.222 -0.092 -5.573
H 0.889 -0.622 -5.413
H -0.108 -1.958 -6.081
C -1.356 0.113 -4.084
H -2.123 -0.568 -5.984
H -1.992 1.722 -6.419
C -0.494 2.146 -4.907
C 1.729 -0.531 -7.897
C -0.464 -0.974 -8.551
O -1.152 -0.412 -9.390
O 2.673 -0.806 -7.172
O 1.837 -0.487 -9.238
O -0.263 -2.304 -8.584
C -0.939 -2.941 -9.684
H -0.855 -4.010 -9.479
H -0.443 -2.689 -10.630
H -1.982 -2.599 -9.734
C 3.119 -0.876 -9.737
H 3.918 -0.312 -9.240
H 3.078 -0.667 -10.808
H 3.280 -1.946 -9.549
O -0.636 1.296 -3.685
H -0.968 -0.752 -3.527
H -2.420 0.271 -3.818
C -1.418 3.369 -4.844
C 0.970 2.603 -4.933
H 1.142 3.266 -5.792
H 1.670 1.758 -4.985
H 1.206 3.176 -4.024
H -1.296 3.973 -3.935
H -2.472 3.066 -4.932
H -1.188 4.006 -5.713
Hf -0.203 0.270 0.139
C -2.483 -0.321 1.177
C -2.571 0.003 -0.222
C -1.825 -1.002 -0.952
H -3.178 0.784 -0.669
C -1.218 -1.879 0.021
C -1.665 -1.476 1.321
H -1.518 -2.023 2.252
H -2.990 0.176 2.003
H -1.931 -1.213 -2.012
H -0.708 -2.805 -0.223
C 2.381 0.690 0.162
C 2.241 -0.407 1.060
C 1.554 -1.460 0.390
H 2.633 -0.448 2.073
C 1.336 -1.054 -0.980
C 1.829 0.303 -1.114
H 1.863 0.876 -2.035
H 2.873 1.624 0.407
H 1.351 -2.426 0.833
H 1.023 -1.691 -1.800
C 0.029 0.701 3.347
O -0.061 0.772 1.928
H -0.988 0.581 3.731
H 0.475 1.626 3.736
H 0.615 -0.181 3.642

For the highest occupied orbital energy (spin up / spin down), the calculation gives 0.0 / 0.0 eV. The HOMO-LUMO gap (spin up / spin down) comes out at 0.080 / 0.080 Eh. Its total charge is -1. The total energy is -39013.37086 eV.

Mulliken population analysis, charges in e, atoms 1 to 6: 3.06 -1.71 -1.36 -0.15 0.26 0.31